(1)
{"formula": "C3H7N4", "method": "ωB97M-V/def2-TZVPD", "symbols": ["C", "C", "C", "N", "N", "N", "N", "H", "H", "H", "H", "H", "H", "H"], "positions_angstrom": [[0.359, 1.089, -0.126], [1.778, 1.228, 0.011], [-0.281, -0.091, 0.023], [2.303, 0.042, -0.100], [2.148, -1.050, -0.267], [0.058, -1.284, 0.575], [-1.770, -0.122, -0.310], [-0.112, 1.894, -0.525], [2.366, 2.030, 0.016], [0.282, -1.255, 1.548], [-0.593, -2.015, 0.481], [-2.074, 0.585, -0.933], [-2.487, -0.066, 0.416], [-1.976, -0.985, -0.808]], "lowdin_charge": [-0.0165, -0.0864, -0.3179, -0.0441, 0.2527, 0.0927, 0.2391, 0.0898, 0.0728, 0.1238, 0.1000, 0.1476, 0.1787, 0.1677], "homo_ev": -12.096, "fmax_ev_per_a": 3.69, "gap_ev": 8.3, "charge": 1}

---

(2)
{"formula": "C40H37NO5P2Sr", "method": "ωB97M-V/def2-TZVPD", "symbols": ["Sr", "O", "C", "O", "C", "C", "C", "C", "C", "O", "C", "C", "O", "O", "H", "H", "H", "H", "H", "H", "H", "H", "C", "N", "C", "P", "C", "C", "C", "C", "C", "C", "C", "C", "C", "C", "C", "C", "C", "C", "C", "C", "C", "C", "P", "C", "C", "C", "C", "C", "C", "C", "C", "C", "C", "C", "C", "H", "H", "H", "H", "H", "H", "H", "H", "H", "H", "H", "H", "H", "H", "H", "H", "H", "H", "H", "H", "H", "H", "H", "H", "H", "H", "H", "H", "H"], "positions_angstrom": [[-1.700, 1.341, -0.861], [-4.029, 3.258, 1.301], [-3.503, 2.337, 0.726], [-2.471, 1.653, 1.124], [-4.186, 1.851, -0.694], [-4.172, 0.287, -1.055], [-5.332, -0.013, -1.994], [-4.851, 0.622, -3.337], [-3.470, 1.157, -2.979], [-3.043, 0.082, -2.020], [-3.627, 2.486, -2.105], [-2.321, 3.489, -2.071], [-2.523, 4.661, -1.868], [-1.175, 2.905, -2.280], [-5.219, 2.145, -0.555], [-4.062, -0.372, -0.199], [-6.267, 0.404, -1.623], [-5.441, -1.089, -2.103], [-5.505, 1.414, -3.697], [-4.764, -0.142, -4.106], [-2.751, 1.250, -3.785], [-4.402, 3.098, -2.551], [1.174, -1.728, -0.188], [1.963, -0.987, 0.800], [2.731, 0.143, 0.265], [1.659, 1.571, -0.308], [2.197, 2.915, 0.813], [2.454, 4.205, 0.361], [2.830, 5.204, 1.251], [2.943, 4.933, 2.606], [2.645, 3.660, 3.074], [2.268, 2.666, 2.184], [2.503, 1.946, -1.891], [3.848, 2.325, -1.959], [4.471, 2.526, -3.179], [3.756, 2.347, -4.361], [2.427, 1.969, -4.312], [1.806, 1.772, -3.080], [2.653, -1.783, 1.770], [3.366, -2.929, 1.438], [4.014, -3.660, 2.429], [3.967, -3.245, 3.755], [3.266, -2.091, 4.084], [2.613, -1.370, 3.096], [-0.594, -1.395, 0.212], [-1.467, -2.727, -0.715], [-2.543, -3.426, -0.171], [-3.266, -4.334, -0.935], [-2.926, -4.563, -2.262], [-1.864, -3.865, -2.821], [-1.151, -2.952, -2.056], [-0.691, -1.912, 1.944], [-0.389, -3.205, 2.371], [-0.408, -3.518, 3.718], [-0.739, -2.540, 4.653], [-1.051, -1.255, 4.240], [-1.026, -0.940, 2.882], [1.380, -2.799, -0.166], [1.407, -1.382, -1.199], [3.371, -0.154, -0.574], [3.377, 0.497, 1.068], [2.348, 4.447, -0.689], [3.030, 6.201, 0.878], [3.248, 5.710, 3.295], [2.696, 3.440, 4.133], [2.015, 1.689, 2.585], [4.418, 2.469, -1.048], [5.511, 2.825, -3.211], [4.239, 2.512, -5.316], [1.863, 1.840, -5.226], [0.752, 1.522, -3.092], [3.421, -3.251, 0.405], [4.568, -4.551, 2.160], [4.472, -3.816, 4.524], [3.215, -1.759, 5.113], [2.034, -0.490, 3.347], [-2.828, -3.263, 0.862], [-4.096, -4.867, -0.490], [-3.485, -5.275, -2.855], [-1.591, -4.026, -3.856], [-0.347, -2.408, -2.541], [-0.128, -3.967, 1.644], [-0.160, -4.520, 4.043], [-0.759, -2.784, 5.708], [-1.318, -0.492, 4.959], [-1.283, 0.066, 2.567]], "lowdin_charge": [1.5254, 0.0797, -0.6471, -0.3001, -0.1121, -0.2440, -0.0947, -0.0932, -0.2308, -0.3398, -0.1107, -0.6646, 0.0852, -0.2963, 0.1369, 0.1536, 0.1214, 0.1164, 0.1204, 0.1168, 0.1548, 0.1397, -0.3341, -0.2107, -0.2980, 1.0823, -0.3744, -0.0887, -0.0762, -0.0855, -0.0800, -0.1023, -0.3877, -0.1009, -0.0782, -0.0841, -0.0752, -0.1000, -0.2657, -0.0268, -0.0795, -0.0911, -0.0740, -0.0288, 1.0476, -0.3698, -0.0970, -0.0817, -0.0890, -0.0836, -0.1041, -0.3880, -0.0966, -0.0758, -0.0815, -0.0715, -0.0857, 0.0868, 0.0831, 0.0949, 0.0914, 0.1103, 0.1053, 0.1023, 0.1038, 0.0872, 0.1122, 0.1037, 0.1028, 0.1048, 0.0783, 0.1120, 0.1018, 0.1000, 0.1052, 0.1034, 0.1054, 0.1038, 0.1017, 0.1035, 0.1013, 0.1138, 0.1049, 0.1032, 0.1074, 0.0853], "homo_ev": -8.505, "fmax_ev_per_a": 5.63, "gap_ev": 8.7}